(1)
16
Properties=species:S:1:pos:R:3:forces:R:3 method="wB97M-V/def2-TZVPD" total_charge=-2 e_homo_ev=0.58 lumo_ev=7.3 relative_energy_ev=0.228 smiles=[O-]CCCNC[O-] orbital_gap_ev=6.70
C 0.024031 -0.188368 0.240208 1.69 0.84 0.09
C -1.095440 0.235205 -0.704517 -1.12 -0.75 1.60
C -2.532000 0.113494 0.028426 0.90 -0.11 -0.59
O -3.549487 0.712016 -0.590049 -0.41 0.44 -0.24
N 1.354472 -0.227114 -0.422282 -0.36 -1.03 0.19
C 2.670217 -0.216499 0.403349 -1.25 1.29 -0.13
O 3.160536 0.978336 0.731829 0.11 0.11 -0.08
H -0.142432 -1.173175 0.684582 -0.30 -0.11 -0.06
H 0.119755 0.526587 1.088185 -0.48 -0.16 -0.19
H -0.987613 1.286114 -0.956851 0.06 0.12 -0.36
H -1.134024 -0.418958 -1.572909 0.17 0.16 -0.37
H -2.731116 -0.992368 0.152713 0.40 -0.03 0.17
H -2.293819 0.498440 1.053900 -0.20 -0.01 0.22
H 1.376753 0.464140 -1.163442 0.33 0.21 0.35
H 3.286163 -0.774687 -0.306492 0.76 -0.60 -0.06
H 2.474004 -0.823161 1.333351 -0.27 -0.39 -0.54

(2)
16
Properties=species:S:1:pos:R:3:forces:R:3 method="wB97M-V/def2-TZVPD" e_homo_ev=-9.86 lumo_ev=-0.1 relative_energy_ev=4.512 orbital_gap_ev=9.74
N -1.293002 -1.081318 -0.884362 -0.08 0.02 -0.10
C -1.634313 0.218549 -0.644482 -0.04 0.02 -0.03
O -2.712291 0.709970 -0.919932 0.33 -0.15 0.09
C -0.567490 1.009806 0.074749 0.08 -0.06 0.15
C 0.023156 0.473620 1.211671 -0.27 0.16 -0.01
C 1.756278 -0.544504 0.655106 0.14 -0.13 -0.08
O 1.841155 -0.702630 -0.597844 -0.02 0.21 0.19
H -1.939126 -1.614206 -1.448346 0.06 0.07 0.08
H -0.313169 -1.341532 -0.927205 -0.14 0.09 0.04
H 0.462102 0.911019 -1.165026 -0.07 0.09 -0.05
H -0.609673 2.083741 -0.088297 0.03 -0.18 0.01
H 0.453292 1.158037 1.938758 -0.03 -0.10 -0.16
H -0.445224 -0.413881 1.625621 0.13 0.09 -0.11
H 2.439059 0.162482 1.151070 -0.13 -0.09 -0.10
H 1.441642 -1.402095 1.259683 -0.01 0.14 -0.09
H 1.097606 0.372942 -1.241165 0.03 -0.18 0.15

(3)
16
Properties=species:S:1:pos:R:3:forces:R:3 method="wB97M-V/def2-TZVPD" e_homo_ev=-9.76 lumo_ev=0.5 relative_energy_ev=1.612 smiles="C[C@@H](O)CC(N)=O" orbital_gap_ev=10.30
C -2.183220 -0.136191 -0.354664 0.29 0.25 -0.05
C -0.696363 0.295130 -0.357730 0.73 -0.25 -2.38
O -0.352122 1.604787 0.120603 1.64 1.17 -2.49
C 0.190211 -0.810789 0.233008 -0.09 -0.08 0.02
C 1.727789 -0.688676 0.338552 -0.15 -0.06 0.05
O 2.448505 -1.670623 0.353207 -0.43 0.32 -0.14
N 2.211244 0.578072 0.501789 -0.01 -0.03 0.05
H -2.637485 -0.242978 0.640188 0.41 0.16 -0.08
H -2.266502 -1.120969 -0.842119 0.16 0.33 0.14
H -2.805941 0.554426 -0.931149 0.19 0.03 0.13
H -0.362491 0.568968 -1.429854 -1.14 -2.50 0.60
H 0.208106 1.792016 -0.770120 -1.74 0.85 4.04
H -0.129787 -0.977820 1.269857 -0.06 -0.05 -0.06
H -0.049736 -1.718523 -0.327563 0.29 -0.03 0.22
H 3.156376 0.667487 0.850772 -0.17 -0.07 -0.16
H 1.541415 1.305687 0.705226 0.11 -0.03 0.13

(4)
16
Properties=species:S:1:pos:R:3:forces:R:3 method="wB97M-V/def2-TZVPD" e_homo_ev=-10.18 lumo_ev=0.8 relative_energy_ev=1.963 smiles="[H]/N=C(/O)CCCO" orbital_gap_ev=11.00
N 1.908458 0.582477 0.724608 0.27 -0.05 -0.77
C 1.040905 -0.365291 0.860212 0.56 0.56 -0.58
O 0.818128 -0.497828 2.156652 0.54 0.66 0.14
C 0.293035 -1.166410 -0.166256 0.15 0.01 0.02
C -1.125699 -0.618384 -0.410013 -0.04 0.03 0.08
C -1.158211 0.817989 -0.937158 -0.14 -0.22 -0.26
O -0.887402 1.789225 0.048553 0.21 0.07 0.09
H 2.368275 0.780531 -0.142041 -0.22 -0.13 -0.72
H 1.557373 0.271425 2.238102 -1.33 -1.24 1.61
H 0.866032 -1.130617 -1.100658 -0.10 -0.01 0.15
H 0.234218 -2.212086 0.153498 0.04 0.18 0.05
H -1.622494 -1.276177 -1.135091 0.11 0.11 0.11
H -1.700838 -0.660471 0.521347 0.05 0.00 -0.11
H -0.474416 0.911843 -1.799375 -0.08 0.02 0.16
H -2.165130 1.040741 -1.304481 0.13 -0.05 0.04
H 0.047759 1.733028 0.292099 -0.15 0.06 0.01

(5)
16
Properties=species:S:1:pos:R:3:forces:R:3 method="wB97M-V/def2-TZVPD" e_homo_ev=-9.86 lumo_ev=0.8 relative_energy_ev=1.805 smiles="CNC(=O)CCO" orbital_gap_ev=10.68
C -0.150096 0.435169 1.191265 1.76 0.24 0.07
C 1.233166 0.404999 1.927359 1.05 -0.39 -0.77
O 2.326282 0.815834 1.074951 -0.79 0.15 0.14
C -0.081427 0.263960 -0.321571 -0.11 -1.21 0.14
N -0.862283 -0.792147 -0.757260 -0.57 -0.17 -1.43
C -1.358198 -0.793498 -2.138259 0.52 1.36 -0.51
O 0.509428 0.945691 -1.127399 0.20 1.02 0.42
H -0.853281 -0.313279 1.533339 -0.09 0.23 0.52
H -0.430804 1.458610 1.420278 -0.89 -0.01 -0.39
H 1.574292 -0.566144 2.302022 -0.69 -0.18 -0.03
H 1.192080 1.071650 2.792861 -0.05 0.02 -0.12
H 1.973202 0.961354 0.179873 0.21 0.17 0.26
H -0.654058 -1.738690 -0.489846 -0.01 0.13 0.98
H -2.441188 -0.800323 -2.075151 -0.11 -0.76 -0.46
H -1.123644 0.124880 -2.695354 0.05 0.24 0.83
H -0.853468 -1.478061 -2.817110 -0.49 -0.85 0.37

(6)
16
Properties=species:S:1:pos:R:3:forces:R:3 method="wB97M-V/def2-TZVPD" e_homo_ev=-9.54 lumo_ev=0.8 relative_energy_ev=2.182 smiles="C[C@@H](O)CNC=O" orbital_gap_ev=10.33
C 1.370312 0.752430 -1.396419 0.29 0.11 1.14
C 0.771274 -0.279272 -0.222435 1.01 2.20 -1.70
O 1.746084 -0.925509 0.559327 0.23 0.00 -0.58
C -0.148462 0.486891 0.761977 0.21 0.19 -0.34
N -1.579108 0.314227 0.595829 0.01 -0.19 -0.25
C -2.177550 -0.872525 0.877102 0.07 -0.08 0.03
O -1.611678 -1.822623 1.380006 -0.15 0.30 -0.20
H 0.568796 1.268061 -1.977780 0.20 -0.44 0.80
H 2.004629 0.275635 -2.177630 -0.34 -0.14 0.87
H 1.955978 1.480741 -0.863443 0.45 0.67 -0.12
H 0.395209 -0.743231 -1.099956 -1.78 -2.52 0.74
H 1.924780 -1.824252 0.262608 -0.20 0.17 -0.13
H 0.114566 0.249712 1.804813 0.10 -0.23 -0.56
H 0.079164 1.543914 0.615285 -0.23 0.10 0.16
H -2.112616 1.028973 0.127666 0.02 -0.15 0.04
H -3.248675 -0.891032 0.595866 0.12 0.02 0.11

(7)
16
Properties=species:S:1:pos:R:3:forces:R:3 method="wB97M-V/def2-TZVPD" e_homo_ev=-9.14 lumo_ev=0.7 relative_energy_ev=1.959 smiles="C[C@H](N)CC(=O)O" orbital_gap_ev=9.79
C -1.349406 -1.644747 0.576965 2.49 -0.65 0.16
C -0.188647 -0.682590 -0.087704 -0.51 0.17 -1.58
C -0.533817 0.896652 0.049101 -1.73 -1.02 -2.01
C 0.707947 1.669087 -0.286730 -0.16 1.79 0.76
O 0.604805 2.476684 -1.444646 2.88 -1.86 -0.06
O 1.669972 1.712506 0.444049 -0.32 0.00 -1.09
N 1.215937 -0.996495 0.246293 -1.91 -1.43 2.98
H -0.914202 -1.981840 1.555362 -0.57 0.50 -0.53
H -1.400126 -2.646919 0.009571 -0.22 1.83 0.52
H -2.339266 -1.172552 0.764822 0.82 -0.24 -0.49
H -0.258778 -0.873353 -1.193807 0.10 0.12 0.95
H -1.353884 1.170047 -0.819009 1.69 -0.66 2.70
H -0.856453 1.022145 1.108013 0.15 0.53 -0.93
H 1.574381 2.480693 -1.822085 -2.59 0.47 1.15
H 1.495250 -0.776031 1.235135 -0.65 -0.20 -1.47
H 1.926286 -0.653288 -0.335329 0.52 0.67 -1.08

(8)
16
Properties=species:S:1:pos:R:3:forces:R:3 method="wB97M-V/def2-TZVPD" e_homo_ev=-9.06 lumo_ev=0.6 relative_energy_ev=3.088 smiles="C[C@@H](O)[C@H](N)C=O" orbital_gap_ev=9.62
O -2.556113 0.203352 0.694114 0.81 -1.32 1.10
C -1.651974 -0.460946 1.191259 -0.20 1.74 -1.39
C -0.309801 -0.575302 0.493976 1.59 0.61 -2.86
C 0.362086 0.899335 0.045014 0.01 -3.31 3.23
C 1.829471 0.522260 -0.618461 -2.48 1.47 0.50
O -0.482535 1.512837 -0.807103 0.05 0.56 -2.55
N -0.166479 -1.483325 -0.725072 -0.64 1.48 0.87
H -1.690051 -0.877754 2.220363 -0.38 -0.02 -0.19
H 0.428742 -1.007334 1.132362 0.33 -0.24 0.98
H 0.159775 1.406482 1.050880 1.93 -0.15 -0.95
H 2.415570 1.453474 -0.758123 -0.03 -0.69 0.56
H 2.315477 -0.332010 -0.104514 -0.21 0.87 -0.32
H 1.514420 0.241830 -1.631309 0.28 -0.28 0.30
H -0.990668 2.133616 -0.314649 -0.78 0.60 0.20
H -0.402370 -2.362824 -0.343096 -0.34 -1.44 -0.27
H -0.775557 -1.273691 -1.525639 0.05 0.13 0.80

(9)
16
Properties=species:S:1:pos:R:3:forces:R:3 method="wB97M-V/def2-TZVPD" e_homo_ev=-8.58 lumo_ev=0.6 relative_energy_ev=2.224 smiles=c1cc[nH]c1.O.O orbital_gap_ev=9.13
C -0.916328 -1.635577 0.784866 4.05 3.09 -2.60
C -0.173939 -0.664571 1.513034 -2.20 -2.59 -1.09
N 0.668960 0.023744 0.662666 -0.56 -0.77 0.98
C 0.488162 -0.452268 -0.651927 1.30 -0.92 1.14
C -0.398313 -1.521958 -0.615022 0.25 2.22 2.88
H -1.449751 -2.467820 1.065480 -1.54 -1.18 1.10
H -0.369820 -0.559696 2.584863 0.89 0.61 -0.48
H 1.580339 0.272224 1.076569 -0.81 0.60 -0.99
H 1.285877 -0.174495 -1.370756 -1.06 -0.22 0.33
H -0.599891 -2.115029 -1.441223 -0.64 -0.98 -1.27
H 3.173268 1.917994 -0.380253 -1.69 0.48 2.10
H 1.746046 2.431809 0.020132 -0.36 0.15 -0.17
O 2.533151 2.056445 0.412183 2.33 -0.44 -1.96
H -1.780522 0.985089 -1.027442 0.15 0.14 0.18
H -3.110675 0.576902 -1.499957 -0.82 -0.85 -0.46
O -2.676563 1.327207 -1.133213 0.73 0.66 0.31

(10)
16
Properties=species:S:1:pos:R:3:forces:R:3 method="wB97M-V/def2-TZVPD" e_homo_ev=-9.78 lumo_ev=0.9 relative_energy_ev=0.936 smiles="CCC=O.NC=O" orbital_gap_ev=10.70
C -1.562388 1.434036 -0.001899 -0.02 0.09 -0.04
C -1.223022 0.093295 0.660832 0.09 -0.04 0.02
C -1.492055 -1.042147 -0.282246 0.17 -0.18 -0.10
O -0.661536 -1.819850 -0.706863 -0.31 0.34 0.18
N 2.161053 -0.958889 -0.615118 -0.05 -0.03 0.05
C 2.632362 -0.017227 0.228390 0.00 0.11 0.11
O 1.990044 0.538112 1.104050 0.19 -0.23 -0.32
H -0.864683 1.650326 -0.817198 -0.10 -0.05 0.10
H -1.478569 2.243059 0.728057 -0.02 -0.11 -0.10
H -2.581163 1.447265 -0.408058 0.15 -0.01 0.07
H -0.176042 0.080482 0.983489 -0.23 -0.03 -0.04
H -1.868019 -0.053993 1.538009 0.05 0.00 -0.11
H -2.546309 -1.145532 -0.618987 0.10 0.00 0.03
H 1.200127 -1.295843 -0.548908 0.16 0.06 0.00
H 2.773247 -1.381085 -1.294153 -0.06 0.11 0.13
H 3.696949 0.227989 0.050600 -0.11 -0.03 0.02

(11)
16
Properties=species:S:1:pos:R:3:forces:R:3 method="wB97M-V/def2-TZVPD" e_homo_ev=-9.60 lumo_ev=1.0 relative_energy_ev=2.302 smiles="C1CO1.CNC=O" orbital_gap_ev=10.59
C 0.656406 2.468389 -0.357869 0.04 0.15 -0.02
N -0.041502 1.249022 -0.017541 -0.18 -0.19 0.04
C -1.218958 1.231167 0.643277 -0.03 -0.02 0.05
O -1.852381 0.234878 0.951899 0.20 0.31 -0.10
C -0.542998 -2.326128 -0.220545 -0.24 -0.14 0.01
C 0.861941 -2.379998 0.179754 0.19 -0.15 0.16
O 0.444000 -1.523321 -0.878695 0.11 0.17 -0.14
H 1.647360 2.513740 0.108335 -0.16 -0.04 -0.06
H 0.777955 2.575137 -1.441275 -0.04 -0.03 0.15
H 0.074094 3.321049 0.005332 0.11 -0.11 -0.07
H -1.581213 2.245974 0.898832 0.06 -0.07 0.00
H -1.250655 -1.760573 0.382384 0.15 -0.12 -0.13
H -0.947377 -3.117413 -0.849942 0.10 0.08 0.14
H 1.184121 -1.863574 1.084239 -0.11 -0.10 -0.12
H 1.486507 -3.217764 -0.129115 -0.12 0.15 0.04
H 0.302700 0.349417 -0.359069 -0.09 0.13 0.06

(12)
16
Properties=species:S:1:pos:R:3:forces:R:3 method="wB97M-V/def2-TZVPD" e_homo_ev=-9.23 lumo_ev=0.7 relative_energy_ev=1.212 smiles="CN[C@H](C)C(=O)O" orbital_gap_ev=9.96
C 0.812112 -1.241830 1.065833 0.37 -0.30 0.25
N -0.085792 -1.116608 -0.061264 -0.27 -0.17 0.41
C 0.853756 1.204884 -0.464979 -0.40 0.18 -0.21
C -0.208484 0.133713 -0.789854 0.05 0.25 -0.44
C -1.602901 0.731068 -0.561176 0.13 -0.28 0.19
O -2.017585 0.632892 0.728757 -0.24 -0.31 -0.37
O -2.261984 1.236890 -1.419067 0.04 0.40 0.03
H 0.532272 -2.119885 1.651838 -0.06 0.03 -0.05
H 0.739477 -0.386227 1.729983 -0.13 0.15 0.04
H 1.875544 -1.363690 0.821309 -0.03 0.08 -0.17
H -0.098543 -1.950107 -0.625575 -0.01 0.19 -0.19
H 1.751015 0.804341 -0.003212 0.02 -0.07 -0.10
H 1.113756 1.707421 -1.392263 0.19 0.05 0.00
H 0.433678 1.967355 0.182007 0.08 0.08 0.31
H -0.176743 -0.009426 -1.870434 0.07 -0.47 0.06
H -1.659578 -0.230791 1.008099 0.19 0.18 0.24